This record from the OMol25 dataset describes a molecular structure, C15H32B2F4GeN3PdSeSi in a non-equilibrium geometry. The level of theory is the ωB97M-V functional and the def2-TZVPD basis.

Values from the calculation:
<S²>   6.061
Energy   -165980.624 eV
Gap between HOMO and LUMO (spin up / spin down)   8.5 / 4.1 eV
Charge   +1
LUMO energy (spin up / spin down)   -3.918 / -8.484 eV
Multiplicity   5

Geometry (Å):
Pd -0.007 0.459 -0.934
C 3.379 -0.823 -0.728
C 3.084 0.556 -1.212
C 4.047 1.397 -1.788
C 3.748 2.778 -1.933
C 2.626 3.333 -1.360
C 1.581 2.456 -0.941
N 1.863 1.116 -0.984
N 0.343 2.743 -0.591
Si -0.265 4.043 0.445
C 1.022 4.175 1.771
C -0.486 5.499 -0.697
C -1.778 3.517 1.393
H 4.396 -0.820 -0.320
H 3.310 -1.559 -1.527
H 2.724 -1.091 0.105
H 5.004 0.990 -2.100
H 4.435 3.412 -2.512
H 2.432 4.395 -1.285
H 2.033 4.326 1.392
H 1.020 3.202 2.296
H 0.828 4.943 2.510
H 0.428 6.087 -0.853
H -1.259 6.169 -0.308
H -0.779 5.133 -1.697
H -1.589 2.587 1.901
H -2.638 3.426 0.760
H -1.993 4.302 2.109
F 0.956 0.773 2.755
B 0.667 -0.576 2.622
F 1.618 -1.173 1.736
F 0.584 -1.254 3.873
F -0.571 -0.693 1.873
B -4.414 0.922 -1.207
C -2.992 0.700 -0.662
N -1.852 0.595 -0.368
H -4.346 0.985 -2.423
H -4.862 1.956 -0.779
H -5.090 -0.050 -0.876
C -1.025 -6.062 0.157
Ge -0.645 -4.141 0.635
C -2.328 -3.145 0.737
C 0.236 -4.168 2.370
C 0.645 -3.345 -0.629
Se 0.370 -1.735 -1.840
C -1.479 -2.008 -2.508
H -1.298 -6.619 1.063
H -0.171 -6.541 -0.270
H -1.834 -6.163 -0.557
H -2.964 -3.687 1.459
H -2.835 -3.133 -0.224
H -2.214 -2.147 1.112
H -0.393 -4.816 2.978
H 0.371 -3.185 2.812
H 1.209 -4.667 2.317
H 1.049 -4.134 -1.281
H 1.461 -3.011 0.045
H -2.213 -1.755 -1.735
H -1.524 -3.081 -2.690
H -1.626 -1.392 -3.406

Charge distribution, Mulliken scheme, values in e:
1 Pd 1.045
2 C -1.041
3 C 0.642
4 C -0.548
5 C -0.607
6 C -0.349
7 C 0.717
8 N -0.071
9 N -0.060
10 Si 0.038
11 C -0.827
12 C -1.087
13 C -0.987
14 H 0.533
15 H 0.341
16 H -0.164
17 H 0.508
18 H 0.412
19 H 0.442
20 H 0.360
21 H 0.168
22 H 0.433
23 H 0.353
24 H 0.370
25 H 0.368
26 H 0.278
27 H 0.268
28 H 0.426
29 F -0.269
30 B 0.107
31 F -0.414
32 F -0.328
33 F -0.243
34 B 0.237
35 C -0.002
36 N -0.715
37 H -0.074
38 H -0.057
39 H -0.072
40 C -1.277
41 Ge 0.467
42 C -1.017
43 C -0.928
44 C -0.863
45 Se 0.362
46 C -0.728
47 H 0.350
48 H 0.444
49 H 0.376
50 H 0.414
51 H 0.366
52 H 0.207
53 H 0.431
54 H 0.198
55 H 0.378
56 H 0.627
57 H 0.279
58 H -0.030
59 H 0.404
60 H 0.408


This record from the OMol25 dataset describes a molecular structure, C30H60NdP2Si2 in a non-equilibrium geometry. The level of theory is the ωB97M-V functional and the def2-TZVPD basis.

Values from the calculation:
<S²>   3.758
Energy   -81686.836 eV
Gap between HOMO and LUMO (spin up / spin down)   6.8 / 6.8 eV
Charge   +1
LUMO energy (spin up / spin down)   -2.540 / -2.532 eV
Multiplicity   4

Geometry (Å):
Nd 1.149 -0.462 0.465
C -0.979 -1.698 1.893
C -0.525 -2.738 1.023
C 1.171 -2.285 2.532
C 0.046 -1.463 2.859
C 0.812 -3.080 1.399
C -2.366 -1.172 2.001
H -2.372 -0.072 2.046
H -2.864 -1.528 2.921
H -2.990 -1.476 1.152
C -0.136 -0.688 4.109
H -1.159 -0.800 4.502
H 0.025 0.387 3.942
H 0.562 -1.015 4.893
C 2.362 -2.474 3.403
H 2.071 -2.863 4.396
H 2.896 -1.529 3.575
H 3.069 -3.189 2.963
C 1.563 -4.256 0.878
H 1.158 -5.201 1.283
H 2.626 -4.217 1.151
H 1.495 -4.330 -0.217
C -1.369 -3.540 0.101
H -1.425 -4.593 0.428
H -0.962 -3.546 -0.919
H -2.393 -3.155 0.047
C -4.070 0.814 -1.145
C -4.706 -0.034 -1.966
C -4.306 -0.528 -3.328
C -3.151 0.183 -4.070
C -1.792 -0.444 -3.673
C -1.642 -0.742 -2.235
C -1.595 0.429 -1.248
C -2.734 1.451 -1.364
H -5.183 -0.443 -3.995
H -3.186 1.267 -3.917
H -4.084 -1.604 -3.275
H -2.661 1.994 -2.315
H -4.556 1.110 -0.206
H -5.678 -0.422 -1.637
H -2.589 2.218 -0.579
H -1.618 -0.001 -0.227
H -2.168 -1.627 -1.856
H -0.644 1.007 -1.323
H -3.276 0.034 -5.160
H -1.710 -1.374 -4.253
P -0.238 0.468 -4.060
C -0.426 2.246 -4.089
C -0.063 -0.004 -5.812
P 0.522 -1.359 -1.932
C 1.166 -0.152 -3.203
C 0.305 -2.850 -2.969
C 2.410 -1.717 -1.437
H 0.173 2.712 -3.299
H -1.467 2.575 -4.014
H -0.043 2.585 -5.067
H 0.312 0.861 -6.368
H -1.027 -0.293 -6.247
H 0.638 -0.834 -5.933
H 2.773 -2.200 -2.347
H 2.561 -2.421 -0.596
H 3.005 -0.789 -1.296
H 1.743 0.697 -2.785
H 1.822 -0.695 -3.907
H 0.607 -3.723 -2.386
H 0.957 -2.773 -3.840
H -0.731 -2.976 -3.284
C 0.472 4.698 1.931
Si 0.056 2.929 2.442
C 0.053 2.899 4.330
C -1.726 2.547 1.974
C 1.223 1.777 1.540
Si 2.961 1.615 2.193
C 3.078 1.187 4.027
C 3.867 0.216 1.280
C 3.945 3.193 1.960
H -0.342 5.370 2.241
H 0.579 4.776 0.840
H 1.403 5.057 2.390
H -0.116 3.927 4.685
H -0.778 2.289 4.716
H 0.981 2.542 4.788
H -1.776 1.860 1.119
H -2.283 2.099 2.808
H -2.244 3.477 1.690
H 1.297 2.237 0.518
H 2.258 0.550 4.379
H 4.022 0.654 4.214
H 3.091 2.098 4.642
H 4.172 0.520 0.265
H 4.790 0.069 1.864
H 3.415 -0.807 1.251
H 4.042 3.446 0.895
H 3.489 4.052 2.470
H 4.957 3.059 2.366

Charge distribution, Mulliken scheme, values in e:
1 Nd -0.041
2 C 0.609
3 C 1.021
4 C 0.387
5 C 0.711
6 C 0.548
7 C -1.385
8 H -0.031
9 H 0.407
10 H 0.313
11 C -1.497
12 H 0.468
13 H -0.233
14 H 0.379
15 C -1.411
16 H 0.412
17 H 0.078
18 H 0.325
19 C -1.199
20 H 0.372
21 H 0.433
22 H 0.108
23 C -1.668
24 H 0.401
25 H 0.152
26 H 0.374
27 C -0.249
28 C -0.978
29 C -0.987
30 C -0.866
31 C -0.351
32 C -1.552
33 C 1.058
34 C -0.574
35 H 0.616
36 H 0.297
37 H 0.386
38 H 0.337
39 H 0.392
40 H 0.390
41 H 0.529
42 H -1.554
43 H 0.937
44 H -0.178
45 H 0.622
46 H 0.750
47 P 1.513
48 C -1.537
49 C -1.458
50 P 2.119
51 C -1.658
52 C -2.095
53 C -1.989
54 H 0.393
55 H 0.348
56 H 0.504
57 H 0.494
58 H 0.388
59 H 0.423
60 H 0.653
61 H 0.514
62 H 0.487
63 H 0.430
64 H 0.726
65 H 0.557
66 H 0.534
67 H 0.289
68 C -1.310
69 Si 0.245
70 C -1.175
71 C 0.374
72 C 0.239
73 Si 0.164
74 C -1.142
75 C -1.214
76 C -1.156
77 H 0.371
78 H 0.292
79 H 0.312
80 H 0.404
81 H 0.346
82 H 0.302
83 H -1.356
84 H 0.423
85 H 0.545
86 H 0.276
87 H 0.247
88 H 0.479
89 H 0.479
90 H 0.295
91 H 0.462
92 H 0.459
93 H 0.272
94 H 0.326
95 H 0.355


This record from the OMol25 dataset describes 12 unconnected molecules or ions with the total composition C32H88N4O12 in a non-equilibrium geometry. The level of theory is the ωB97M-V functional and the def2-TZVPD basis.

Values from the calculation:
SMILES   NC(N)=O.NC(N)=O.CC(C)O.CC(C)O.CC(C)O.CC(C)O.CC(C)O.CC(C)O.CC(C)O.CC(C)O.CC(C)O.CC(C)O
Energy above the lowest of the compared OMol25 structures with the same formula, charge and spin   74.7 kcal per mole
Energy   -65138.067 eV
Gap between HOMO and LUMO   9.6 eV
LUMO energy   0.243 eV

Geometry (Å):
C -3.317 -2.038 1.881
C -2.135 -2.523 2.789
C -2.475 -3.251 4.040
O -1.399 -3.375 1.897
H -4.056 -1.635 2.574
H -3.688 -2.731 1.126
H -2.854 -1.284 1.244
H -1.507 -1.659 3.009
H -3.211 -2.698 4.623
H -1.638 -3.464 4.705
H -2.854 -4.266 3.929
H -0.559 -3.572 2.317
C 0.078 0.290 0.733
C 0.709 0.694 -0.562
C -0.237 0.322 -1.718
O 0.909 2.032 -0.543
H -0.907 0.719 0.912
H 0.786 0.438 1.549
H -0.110 -0.772 0.896
H 1.753 0.391 -0.640
H 0.065 -0.626 -2.163
H -0.091 1.007 -2.554
H -1.260 0.136 -1.390
H 1.860 2.128 -0.458
C 0.482 -3.819 -2.178
C 0.604 -4.948 -1.115
C -0.691 -5.809 -1.081
O 1.670 -5.804 -1.386
H -0.259 -3.148 -1.743
H 0.133 -4.140 -3.160
H 1.472 -3.375 -2.283
H 0.834 -4.446 -0.175
H -0.737 -6.536 -0.269
H -0.951 -6.316 -2.010
H -1.553 -5.223 -0.761
H 1.699 -6.165 -2.275
C -3.285 0.222 5.880
C -3.094 1.414 4.956
C -2.529 1.133 3.590
O -4.295 2.080 4.746
H -3.384 0.452 6.941
H -2.407 -0.424 5.875
H -4.097 -0.441 5.581
H -2.405 2.041 5.522
H -2.360 2.016 2.974
H -3.236 0.474 3.086
H -1.629 0.553 3.797
H -4.461 2.719 5.443
C 3.698 -3.785 -3.738
C 3.331 -2.901 -4.959
C 2.026 -2.115 -4.739
O 4.321 -1.980 -4.958
H 4.704 -4.189 -3.848
H 2.984 -4.606 -3.805
H 3.688 -3.223 -2.803
H 3.251 -3.462 -5.890
H 2.035 -1.466 -3.863
H 1.181 -2.788 -4.590
H 1.717 -1.533 -5.607
H 4.763 -1.931 -5.809
C -1.640 0.289 -5.216
C -0.876 1.112 -6.245
C -1.144 2.572 -5.887
O 0.538 0.911 -6.244
H -1.281 0.428 -4.196
H -1.782 -0.744 -5.534
H -2.640 0.718 -5.146
H -1.319 1.020 -7.236
H -2.223 2.700 -5.802
H -0.794 3.275 -6.642
H -0.740 2.890 -4.926
H 0.873 1.728 -5.867
C -4.528 0.537 -1.914
C -5.129 -0.060 -0.619
C -5.222 1.039 0.460
O -6.441 -0.492 -0.971
H -5.134 1.292 -2.415
H -4.319 -0.325 -2.548
H -3.471 0.786 -1.814
H -4.610 -0.994 -0.404
H -5.636 1.868 -0.114
H -4.224 1.303 0.808
H -5.788 0.752 1.347
H -7.068 0.119 -0.577
C 4.118 1.972 -3.476
C 3.893 1.172 -2.288
C 5.006 0.109 -1.813
O 3.605 2.005 -1.175
H 3.424 2.813 -3.475
H 3.881 1.436 -4.395
H 5.138 2.343 -3.573
H 2.873 0.788 -2.262
H 4.685 -0.450 -0.934
H 5.964 0.594 -1.624
H 5.194 -0.660 -2.562
H 4.433 2.484 -1.091
C -2.031 3.537 -2.400
C -1.656 4.353 -1.098
C -2.031 3.616 0.251
O -0.266 4.618 -1.144
H -3.083 3.285 -2.264
H -1.554 2.561 -2.312
H -1.858 4.130 -3.299
H -2.083 5.356 -1.115
H -1.250 3.047 0.756
H -2.905 3.011 0.012
H -2.448 4.391 0.894
H 0.140 3.809 -0.823
C 0.854 1.218 5.027
C 1.070 -0.369 5.192
C 2.361 -0.619 5.851
O 0.039 -0.865 5.912
H 0.472 1.504 6.007
H 0.269 1.406 4.126
H 1.756 1.809 4.867
H 0.962 -0.934 4.266
H 3.116 -0.421 5.091
H 2.446 -1.643 6.217
H 2.376 -0.052 6.782
H -0.044 -0.333 6.708
C 2.676 3.727 2.883
O 3.592 2.990 2.638
N 2.755 4.661 3.700
N 1.481 3.655 2.281
H 3.499 4.497 4.363
H 1.970 5.167 4.082
H 1.379 2.886 1.634
H 0.661 4.204 2.496
C 4.524 -0.624 1.951
O 5.416 -0.040 2.449
N 3.250 -0.422 2.120
N 4.612 -1.862 1.449
H 2.890 0.472 2.421
H 2.643 -1.229 2.089
H 5.528 -2.211 1.206
H 3.776 -2.418 1.560

Mulliken atomic charge list, values in e, 99 entries:
1 C -1.187
2 C 2.159
3 C -1.708
4 O -0.490
5 H 0.215
6 H 0.594
7 H -0.019
8 H -0.901
9 H 0.239
10 H 0.397
11 H 0.374
12 H 0.313
13 C -0.732
14 C 1.595
15 C -1.482
16 O -0.011
17 H -0.124
18 H -0.640
19 H 0.390
20 H 0.565
21 H -0.016
22 H 0.247
23 H -0.124
24 H 0.328
25 C -0.722
26 C 0.570
27 C -1.366
28 O -0.590
29 H 0.207
30 H 0.457
31 H -0.110
32 H 0.108
33 H 0.383
34 H 0.355
35 H 0.296
36 H 0.353
37 C -1.280
38 C 0.153
39 C 0.589
40 O -0.541
41 H 0.399
42 H 0.156
43 H 0.341
44 H 0.333
45 H 0.359
46 H -0.401
47 H -0.493
48 H 0.348
49 C -1.157
50 C 0.343
51 C -0.628
52 O -0.439
53 H 0.442
54 H 0.204
55 H 0.196
56 H 0.400
57 H -0.215
58 H 0.237
59 H 0.424
60 H 0.270
61 C -0.956
62 C 0.638
63 C -1.575
64 O -0.481
65 H 0.012
66 H 0.445
67 H 0.442
68 H 0.273
69 H 0.472
70 H 0.427
71 H 0.241
72 H 0.282
73 C -1.073
74 C 1.065
75 C -1.054
76 O -0.603
77 H 0.345
78 H 0.447
79 H -0.062
80 H -0.084
81 H 0.613
82 H -0.292
83 H 0.448
84 H 0.360
85 C -1.477
86 C 1.355
87 C -0.887
88 O -0.459
89 H 0.454
90 H 0.266
91 H 0.346
92 H -0.485
93 H 0.063
94 H 0.391
95 H 0.243
96 H 0.261
97 C -0.607
98 C -0.103
99 C -0.096


Q: What is the energy in the second record?
A: -81686.836 eV